Here is 2 unconnected molecules or ions with the total composition C6H18N3 from the OMol25 dataset. Energies are from ωB97M-V with the def2-TZVPD basis set.

The geometry in XYZ format:
```
27
Properties=species:S:1:pos:R:3:nbo_charge:R:1
C -1.313 -0.706 1.405 -0.388
C -2.512 -1.627 1.592 -0.607
C -0.016 -1.265 1.983 -0.605
H -1.154 -0.539 0.334 0.165
H -1.510 0.277 1.846 0.196
H -2.748 -1.767 2.646 0.216
H 0.204 -2.254 1.567 0.206
H 0.822 -0.599 1.765 0.179
H -2.317 -2.597 1.141 0.206
H -3.392 -1.216 1.097 0.214
H -0.044 -1.354 3.068 0.221
C 0.172 0.237 -1.913 -0.235
C -1.196 0.663 -2.408 -0.623
C 1.896 1.159 -0.411 0.681
N 0.704 1.234 -0.987 -0.548
N 2.683 0.111 -0.643 -0.763
N 2.321 2.139 0.390 -0.763
H 0.118 -0.750 -1.444 0.210
H 0.865 0.156 -2.756 0.210
H -1.136 1.576 -2.995 0.226
H -1.873 0.837 -1.567 0.222
H 0.133 2.037 -0.775 0.422
H 2.370 -0.676 -1.184 0.432
H 3.592 0.036 -0.219 0.427
H 1.759 2.938 0.628 0.427
H 3.203 2.070 0.868 0.423
H -1.629 -0.117 -3.029 0.249
```

The energy is -403.48060 a.u. Its total charge is +1.

Here is a molecular structure, C6H18N3OPRb at a distorted geometry from the OMol25 dataset. Energies are from ωB97M-V with the def2-TZVPD basis set.

The geometry in XYZ format:
```
30
Properties=species:S:1:pos:R:3:nbo_charge:R:1
Rb -1.683 -3.584 -2.869 0.998
O -0.378 -1.902 -0.991 -1.207
P -0.079 -0.689 -0.201 2.446
N -0.412 -0.761 1.422 -0.818
C 0.086 0.245 2.344 -0.407
C -1.245 -1.863 1.960 -0.394
N -0.961 0.640 -0.718 -0.825
C -0.851 1.159 -2.067 -0.401
C -1.893 1.397 0.115 -0.405
N 1.535 -0.212 -0.367 -0.810
C 2.448 -0.911 -1.284 -0.397
C 1.926 1.197 -0.199 -0.422
H 1.030 -0.029 2.826 0.201
H -0.640 0.329 3.156 0.209
H 0.211 1.223 1.889 0.205
H -1.759 -2.186 1.054 0.204
H -1.977 -1.569 2.709 0.205
H -0.607 -2.655 2.350 0.199
H -0.641 2.230 -2.077 0.204
H -0.046 0.593 -2.547 0.202
H -1.735 0.972 -2.686 0.186
H -2.738 1.783 -0.456 0.208
H -2.374 0.820 0.906 0.213
H -1.347 2.207 0.607 0.185
H 3.447 -0.928 -0.851 0.207
H 1.990 -1.846 -1.597 0.218
H 2.514 -0.329 -2.213 0.175
H 2.450 1.208 0.766 0.200
H 1.095 1.884 -0.047 0.207
H 2.634 1.577 -0.931 0.213
```

The energy is -844.22330 a.u. Its total charge is +1.

Here is 2 unconnected molecules or ions with the total composition C6H18NO at a distorted geometry from the OMol25 dataset. Energies are from ωB97M-V with the def2-TZVPD basis set.

The geometry in XYZ format:
```
26
Properties=species:S:1:pos:R:3:nbo_charge:R:1
C 1.268 -0.848 -1.937 -0.628
C 0.110 -0.127 -1.222 -0.041
C 0.621 0.747 -0.056 -0.227
C -0.492 1.681 0.441 -0.627
C 1.142 -0.127 1.106 -0.418
C 1.849 0.687 2.183 -0.618
N -0.841 -1.149 -0.704 -0.699
H 0.924 -1.183 -2.924 0.230
H 1.547 -1.733 -1.376 0.214
H 2.164 -0.230 -1.960 0.249
H -0.418 0.490 -1.945 0.221
H 1.453 1.339 -0.410 0.236
H -0.141 2.200 1.340 0.240
H -1.453 1.206 0.653 0.197
H -0.690 2.458 -0.293 0.227
H 1.845 -0.900 0.769 0.216
H 0.315 -0.654 1.588 0.178
H 2.486 0.058 2.812 0.233
H 1.103 1.070 2.884 0.216
H 2.508 1.501 1.859 0.224
H -1.789 -0.783 -0.516 0.473
H -0.518 -1.435 0.214 0.437
H -0.988 -1.970 -1.298 0.439
H -4.048 -0.029 -0.672 0.497
H -4.330 -1.463 -0.260 0.505
O -3.625 -0.805 -0.274 -0.974
```

The energy is -369.17749 a.u. Its total charge is +1.

The HOMO-LUMO gap results, record by record, are as follows: 11.46; 7.85; 11.92 eV.
The HOMO energy results, record by record, are as follows: -14.393; -11.382; -14.945 eV.